Entry 1:
{
  "formula": "C18H39MnN2SbSi2",
  "method": "wB97M-V/def2-TZVPD",
  "symbols": ["Mn", "C", "C", "C", "C", "C", "C", "N", "N", "Si", "C", "C", "C", "H", "H", "H", "H", "H", "H", "H", "H", "H", "H", "H", "H", "H", "H", "H", "C", "Si", "C", "C", "H", "H", "H", "H", "H", "H", "H", "H", "H", "C", "C", "Sb", "C", "C", "C", "C", "H", "H", "H", "H", "H", "H", "H", "H", "H", "H", "H", "H", "H", "H", "H"],
  "coordinates": [[-0.484, -0.333, -0.291], [2.917, -0.957, -2.414], [2.707, -1.139, -0.938], [3.755, -1.186, -0.044], [3.472, -1.359, 1.311], [2.171, -1.511, 1.739], [1.150, -1.545, 0.779], [1.432, -1.312, -0.535], [-0.216, -1.670, 1.059], [-0.790, -2.884, 2.199], [-2.633, -2.759, 2.312], [-0.103, -2.600, 3.900], [-0.239, -4.534, 1.572], [3.624, -0.155, -2.623], [1.972, -0.744, -2.910], [3.324, -1.872, -2.848], [4.772, -1.081, -0.396], [4.278, -1.357, 2.034], [1.928, -1.607, 2.786], [-2.927, -1.989, 3.031], [-3.041, -3.710, 2.667], [-3.112, -2.537, 1.362], [-0.062, -1.538, 4.157], [0.893, -3.031, 4.024], [-0.757, -3.086, 4.630], [-0.506, -4.673, 0.521], [-0.699, -5.342, 2.147], [0.845, -4.642, 1.665], [-2.926, -2.848, -1.524], [-2.579, -1.061, -1.237], [-3.573, -0.282, 0.137], [-2.947, -0.160, -2.813], [-3.989, -3.013, -1.320], [-2.349, -3.539, -0.912], [-2.735, -3.083, -2.573], [-4.538, -0.794, 0.222], [-3.770, 0.766, -0.103], [-3.106, -0.332, 1.122], [-3.983, -0.392, -3.086], [-2.309, -0.490, -3.636], [-2.854, 0.922, -2.713], [-0.574, 5.113, -0.504], [-1.029, 4.026, -1.473], [-0.120, 2.131, -1.130], [0.309, 2.247, 1.012], [1.709, 2.731, 1.386], [1.833, 2.349, -1.954], [2.397, 3.766, -2.014], [-1.083, 6.047, -0.748], [0.497, 5.299, -0.563], [-0.819, 4.875, 0.530], [-0.788, 4.274, -2.507], [-2.106, 3.868, -1.429], [0.129, 1.281, 1.498], [-0.473, 2.900, 1.403], [2.485, 2.089, 0.964], [1.836, 2.727, 2.469], [1.889, 3.748, 1.041], [1.761, 1.918, -2.954], [2.466, 1.678, -1.371], [1.743, 4.446, -2.562], [3.358, 3.761, -2.532], [2.565, 4.184, -1.024]],
  "mulliken_charge": [0.26, -1.41, 0.26, -0.61, -0.52, -0.63, 1.73, -0.75, 0.19, 0.01, -0.92, -1.31, -1.04, 0.39, 0.22, 0.39, 0.47, 0.46, 0.40, 0.32, 0.43, 0.10, 0.37, 0.35, 0.37, 0.29, 0.42, 0.34, -0.93, 0.47, -1.21, -1.11, 0.40, 0.17, 0.39, 0.39, 0.35, 0.34, 0.34, 0.31, 0.29, -0.92, -0.86, 0.30, -0.73, -1.13, -0.39, -1.21, 0.40, 0.19, 0.29, 0.45, 0.48, 0.38, 0.60, 0.21, 0.44, 0.26, 0.60, -0.06, 0.29, 0.43, 0.19],
  "e_homo_ev": [-11.00, -11.15],
  "spin_multiplicity": 5,
  "total_charge": 1
}

***

Entry 2:
{
  "formula": "C42H87FN3O16PS",
  "method": "wB97M-V/def2-TZVPD",
  "symbols": ["C", "C", "O", "O", "C", "C", "C", "C", "C", "C", "C", "O", "C", "C", "C", "C", "C", "C", "C", "C", "O", "N", "O", "S", "O", "O", "O", "C", "N", "F", "C", "C", "C", "N", "P", "O", "H", "H", "H", "H", "H", "H", "H", "H", "H", "H", "H", "H", "H", "H", "H", "H", "H", "H", "H", "H", "H", "H", "H", "H", "H", "H", "H", "H", "H", "H", "H", "C", "C", "C", "O", "H", "H", "H", "H", "H", "H", "H", "H", "C", "C", "C", "O", "H", "H", "H", "H", "H", "H", "H", "H", "C", "C", "C", "O", "H", "H", "H", "H", "H", "H", "H", "H", "C", "C", "C", "O", "H", "H", "H", "H", "H", "H", "H", "H", "C", "C", "C", "O", "H", "H", "H", "H", "H", "H", "H", "H", "C", "C", "C", "O", "H", "H", "H", "H", "H", "H", "H", "H", "C", "C", "C", "O", "H", "H", "H", "H", "H", "H", "H", "H"],
  "coordinates": [[-1.767, 1.437, 7.541], [-0.806, 0.196, 7.698], [0.322, 0.377, 8.078], [-1.280, -1.087, 7.374], [-0.382, -1.638, 6.358], [-1.204, -2.618, 5.418], [-0.334, -3.736, 4.756], [0.104, -3.539, 3.253], [0.485, -2.029, 2.951], [-0.473, -1.241, 1.981], [0.314, 0.112, 1.643], [-1.705, -0.839, 2.579], [-2.684, -0.371, 1.643], [-4.086, -0.649, 2.327], [-5.306, -0.927, 1.549], [-6.545, -1.218, 2.288], [-6.569, -1.240, 3.755], [-5.361, -0.955, 4.524], [-4.129, -0.663, 3.781], [-1.105, -4.083, 2.359], [-2.375, -3.673, 2.830], [-3.445, -4.148, 2.045], [-3.610, -3.505, 1.086], [-1.170, -5.962, 2.292], [-1.995, -6.502, 3.380], [-1.804, -6.399, 1.045], [0.316, -6.658, 2.300], [1.275, -5.976, 3.124], [1.161, -6.391, 4.517], [2.517, -6.538, 2.733], [1.420, -4.423, 2.871], [2.646, -3.946, 3.761], [3.809, -3.227, 2.986], [5.011, -3.369, 3.404], [1.699, -4.238, 1.000], [2.972, -4.820, 0.462], [-2.807, 1.121, 7.290], [-1.314, 2.135, 6.797], [-1.789, 1.977, 8.529], [0.461, -2.173, 6.885], [0.012, -0.748, 5.786], [-1.914, -3.138, 6.129], [-1.855, -2.024, 4.733], [0.531, -3.947, 5.450], [-0.946, -4.686, 4.794], [1.503, -1.903, 2.487], [0.553, -1.386, 3.877], [-0.590, -1.731, 0.966], [-0.193, 0.713, 0.847], [1.348, -0.148, 1.273], [0.480, 0.714, 2.583], [-2.616, -0.908, 0.652], [-2.593, 0.735, 1.476], [-5.278, -0.940, 0.433], [-7.496, -1.466, 1.766], [-7.493, -1.490, 4.328], [-5.319, -0.983, 5.636], [-3.218, -0.481, 4.402], [-1.039, -3.777, 1.283], [0.155, -6.492, 4.710], [1.528, -7.343, 4.640], [2.303, -3.211, 4.548], [3.119, -4.782, 4.342], [3.696, -2.616, 2.057], [5.023, -3.957, 4.247], [1.647, -2.860, 0.590], [0.585, -4.859, 0.330], [3.114, -0.595, -2.594], [1.635, -0.889, -2.415], [0.780, 0.105, -3.181], [1.305, -0.834, -1.022], [3.361, 0.402, -2.212], [3.720, -1.309, -2.031], [3.402, -0.646, -3.646], [1.417, -1.903, -2.759], [0.949, 1.125, -2.820], [-0.279, -0.110, -3.035], [0.999, 0.073, -4.250], [1.494, 0.058, -0.705], [-0.559, -1.029, -8.445], [0.794, -0.559, -7.935], [1.922, -1.414, -8.489], [0.811, -0.616, -6.508], [-0.756, -2.060, -8.132], [-1.360, -0.414, -8.031], [-0.608, -0.980, -9.534], [0.951, 0.484, -8.218], [1.809, -2.457, -8.178], [2.886, -1.072, -8.107], [1.946, -1.377, -9.581], [0.674, -1.535, -6.245], [5.225, 3.849, -3.653], [3.745, 3.550, -3.473], [2.882, 4.542, -4.237], [3.415, 3.602, -2.084], [5.471, 4.845, -3.271], [5.831, 3.138, -3.092], [5.513, 3.798, -4.706], [3.531, 2.535, -3.818], [3.047, 5.561, -3.874], [1.822, 4.321, -4.089], [3.099, 4.513, -5.307], [3.600, 4.495, -1.769], [9.757, 4.423, -0.999], [8.237, 4.453, -1.035], [7.650, 4.475, 0.368], [7.754, 3.307, -1.735], [10.116, 3.524, -0.488], [10.164, 4.396, -2.012], [10.157, 5.299, -0.484], [7.900, 5.333, -1.588], [7.938, 3.578, 0.924], [6.559, 4.486, 0.326], [7.988, 5.353, 0.923], [8.046, 2.521, -1.255], [-2.935, 0.342, -13.073], [-2.594, 0.072, -11.615], [-3.759, -0.577, -10.885], [-2.255, 1.299, -10.971], [-3.784, 1.027, -13.154], [-2.094, 0.818, -13.581], [-3.182, -0.583, -13.598], [-1.717, -0.576, -11.557], [-4.636, 0.077, -10.891], [-3.504, -0.755, -9.837], [-4.032, -1.530, -11.344], [-3.024, 1.881, -11.016], [-3.163, 6.670, 9.021], [-3.553, 5.210, 8.849], [-3.444, 4.450, 10.163], [-2.705, 4.602, 7.876], [-2.126, 6.759, 9.356], [-3.236, 7.200, 8.069], [-3.808, 7.168, 9.749], [-4.575, 5.145, 8.471], [-2.415, 4.464, 10.536], [-3.716, 3.402, 10.023], [-4.097, 4.882, 10.924], [-1.797, 4.653, 8.199], [-2.548, 1.213, -2.320], [-4.011, 0.870, -2.103], [-4.923, 1.867, -2.800], [-4.292, 0.861, -0.704], [-2.314, 2.200, -1.909], [-1.906, 0.495, -1.806], [-2.294, 1.210, -3.383], [-4.212, -0.136, -2.479], [-4.770, 2.876, -2.405], [-5.971, 1.614, -2.626], [-4.742, 1.883, -3.877], [-4.118, 1.746, -0.361]],
  "mulliken_charge": [-0.71, 0.67, -0.52, -0.35, -0.25, -0.35, -1.10, 2.05, -0.62, 0.52, -1.83, 0.15, -0.35, 0.24, -0.29, -0.71, -0.42, -0.63, 0.24, -1.74, -0.31, 0.17, -0.18, 1.46, -0.65, -0.74, -0.38, -0.66, -0.35, -0.38, 0.98, -0.67, 0.10, -0.81, 1.00, -0.80, 0.25, 0.25, 0.23, 0.05, 0.44, 0.65, -0.98, 0.64, 0.30, 0.12, -0.41, 0.07, 0.45, 0.42, 0.28, 0.37, 0.28, 0.38, 0.33, 0.34, 0.37, 0.00, 1.02, 0.30, 0.33, 0.26, 0.71, 0.29, 0.29, 0.05, 0.08, -1.41, 0.34, -1.06, -0.09, 0.26, 0.36, 0.38, 0.29, 0.28, 0.17, 0.35, 0.19, -0.89, 0.21, -1.35, -0.38, 0.39, 0.31, 0.06, 0.26, 0.35, 0.33, 0.39, 0.27, -1.40, 0.81, -1.45, -0.53, 0.31, 0.29, 0.40, 0.14, 0.36, 0.34, 0.36, 0.34, -1.38, 0.51, -1.26, -0.49, 0.35, 0.34, 0.37, 0.25, 0.34, 0.28, 0.38, 0.32, -1.42, 0.49, -1.18, -0.55, 0.36, 0.34, 0.36, 0.26, 0.34, 0.29, 0.36, 0.35, -1.25, 0.35, -1.22, -0.52, 0.33, 0.32, 0.37, 0.27, 0.31, 0.28, 0.41, 0.36, -0.88, 0.40, -1.49, -0.38, 0.29, -0.01, 0.47, 0.25, 0.36, 0.35, 0.40, 0.28],
  "smiles": "[H]/N=C\\C[C@]1([PH2]=O)[C@@](CCCOC(C)=O)(C[C@H](C)OCc2ccccc2)[C@H](ON=O)S(=O)(=O)O[C@@]1(N)F.CC(C)O.CC(C)O.CC(C)O.CC(C)O.CC(C)O.CC(C)O.CC(C)O",
  "e_homo_ev": -8.85,
  "spin_multiplicity": 1
}

***

Entry 3:
{
  "formula": "C37H41AlF5GeN2O2PSe",
  "method": "wB97M-V/def2-TZVPD",
  "symbols": ["Al", "C", "C", "C", "C", "C", "O", "C", "N", "C", "C", "C", "C", "C", "C", "P", "C", "C", "C", "C", "C", "C", "C", "C", "C", "C", "C", "C", "H", "H", "H", "H", "H", "H", "H", "H", "H", "H", "H", "H", "H", "H", "H", "H", "H", "H", "H", "H", "H", "H", "H", "H", "C", "N", "C", "C", "O", "H", "H", "H", "H", "H", "H", "H", "F", "C", "C", "F", "C", "F", "C", "Se", "C", "F", "C", "F", "C", "Ge", "C", "C", "C", "H", "H", "H", "H", "H", "H", "H", "H", "H", "H"],
  "coordinates": [[-0.167, 0.488, 0.795], [2.504, -3.200, -1.782], [2.233, -1.703, -1.652], [1.031, -1.330, -2.516], [2.030, -1.354, -0.171], [3.339, -1.355, 0.593], [3.793, 0.021, 0.431], [2.703, 0.744, 0.212], [1.617, 0.079, -0.007], [2.920, 2.201, 0.208], [4.243, 2.622, 0.345], [4.572, 3.964, 0.295], [3.577, 4.907, 0.115], [2.258, 4.500, -0.005], [1.907, 3.154, 0.035], [0.131, 2.728, -0.080], [-0.691, 4.111, 0.751], [-1.434, 5.073, 0.076], [-2.033, 6.106, 0.784], [-1.888, 6.182, 2.161], [-1.143, 5.224, 2.837], [-0.546, 4.189, 2.137], [-0.265, 2.848, -1.845], [0.694, 3.173, -2.799], [0.359, 3.183, -4.146], [-0.932, 2.876, -4.545], [-1.892, 2.548, -3.596], [-1.559, 2.524, -2.254], [2.678, -3.459, -2.827], [1.638, -3.766, -1.431], [3.373, -3.535, -1.213], [3.110, -1.141, -2.002], [0.171, -1.927, -2.205], [1.239, -1.561, -3.562], [0.774, -0.273, -2.442], [1.274, -2.016, 0.262], [4.107, -2.001, 0.180], [3.215, -1.536, 1.660], [5.012, 1.879, 0.490], [5.604, 4.270, 0.402], [3.822, 5.959, 0.075], [1.481, 5.245, -0.119], [-1.548, 5.023, -0.999], [-2.612, 6.852, 0.257], [-2.359, 6.987, 2.709], [-1.032, 5.278, 3.911], [0.030, 3.435, 2.658], [1.706, 3.414, -2.496], [1.111, 3.432, -4.883], [-1.190, 2.885, -5.596], [-2.899, 2.302, -3.907], [-2.304, 2.244, -1.517], [-4.175, -2.081, -0.985], [-3.287, -1.086, -0.403], [-3.581, -0.714, 0.972], [-2.120, -0.900, -0.964], [-1.207, -0.120, -0.547], [-5.205, -1.748, -0.871], [-4.025, -3.034, -0.473], [-3.949, -2.215, -2.040], [-4.572, -0.259, 1.010], [-2.828, -0.036, 1.372], [-3.576, -1.618, 1.585], [-2.002, -1.345, -1.950], [-0.169, -7.889, -3.821], [-0.375, -6.915, -2.928], [-0.912, -5.704, -3.322], [-1.224, -5.503, -4.608], [-1.118, -4.709, -2.385], [-1.644, -3.548, -2.836], [-0.811, -4.852, -1.038], [-1.084, -3.459, 0.214], [-0.273, -6.087, -0.678], [0.068, -6.334, 0.590], [-0.054, -7.102, -1.594], [0.469, -8.270, -1.202], [1.114, -2.080, 3.578], [-0.435, -0.905, 3.876], [-0.257, -0.107, 5.665], [-2.012, -2.089, 3.942], [-0.541, 0.481, 2.572], [1.173, -2.868, 4.331], [2.032, -1.490, 3.618], [1.027, -2.563, 2.602], [-0.277, -0.871, 6.443], [-1.072, 0.593, 5.854], [0.686, 0.437, 5.741], [-1.945, -2.778, 4.785], [-2.072, -2.690, 3.031], [-2.926, -1.503, 4.049], [-0.609, 1.466, 3.033]],
  "mulliken_charge": [0.07, -1.54, 0.60, -0.84, 0.49, -0.57, -0.50, 0.84, 0.96, -0.19, -0.80, -0.80, -0.75, -0.32, -0.51, 1.89, 0.22, -0.22, -0.75, -0.47, -0.91, -0.34, 0.25, -0.57, -0.72, -0.58, -0.88, -0.49, 0.43, 0.22, 0.40, 0.29, -0.29, 0.63, -0.04, -0.34, 0.37, 0.05, 0.51, 0.42, 0.46, 0.54, 0.39, 0.44, 0.40, 0.44, 0.38, 0.36, 0.43, 0.41, 0.44, 0.65, -0.82, 0.43, -0.70, -0.48, 0.54, 0.35, 0.27, 0.31, 0.31, -0.02, 0.39, 0.54, -0.32, 0.74, -0.16, -0.32, 0.16, -0.37, -0.23, -0.21, 0.58, -0.35, 0.12, -0.31, -0.93, 0.56, -1.36, -1.06, -1.13, 0.47, 0.22, 0.13, 0.37, 0.38, 0.34, 0.42, 0.12, 0.32, 0.12],
  "e_homo_ev": -6.00,
  "spin_multiplicity": 1,
  "relative_energy_ev": 0.608
}

***

| no. | largest force on an atom (eV Å⁻¹) |
| --- | --- |
| 1 | 0.8 |
| 2 | 5.8 |
| 3 | 0.2 |